The following is a quantum chemistry calculation of a structure of composition C25H39BrN2O3PdSSi, from the Open Molecules 2025 dataset.

Cartesian coordinates (Å):
C  0.5613  -3.0556  0.3083
N  -3.2067  2.1913  0.5043
H  4.0469  1.6726  3.3433
H  -4.5351  -3.2741  -2.5435
Pd  -1.7993  -0.2125  -1.2117
C  -0.4083  1.7117  -3.2647
S  -2.3624  -2.7602  -1.8666
C  1.7794  -2.6762  1.1675
H  1.0316  -0.7704  -1.7083
H  2.4698  -0.3959  -2.6558
Si  2.1319  -0.7918  1.1380
H  0.3045  3.4013  -4.3812
C  4.4612  -0.9606  2.7827
H  3.0535  0.1358  4.7576
H  0.6206  -2.6281  3.0257
C  -1.8466  2.3208  -1.4349
C  4.3063  -0.3737  -0.6468
H  -4.6092  3.2619  2.3357
H  2.3116  -3.0982  3.2612
H  4.2156  1.4830  1.6026
C  2.5081  1.3549  -0.7327
C  -0.9504  4.0441  -2.7710
H  -8.3400  3.1065  0.2276
C  2.3938  -0.2246  3.9625
C  2.1193  -0.8604  -1.7283
O  -2.8029  -2.1240  -0.6020
H  3.9108  -3.2384  1.2134
H  0.6487  -2.7693  -0.7364
H  -4.0407  -1.6373  -3.0742
H  1.4371  1.5657  -0.7427
C  -6.5514  3.2564  1.4062
H  -0.3564  -2.6198  0.6992
H  4.2724  -1.9970  3.0551
H  2.6563  1.9498  2.2962
C  3.5373  1.3230  2.4405
H  5.0713  -0.9559  1.8784
C  -5.2911  2.0307  -0.7647
C  2.7889  -0.1445  -0.5438
N  -2.5483  1.6251  -0.4782
H  3.1983  -3.2791  -0.3985
H  2.8026  -4.5312  0.7671
O  -1.3229  -1.8260  -2.4458
C  -4.5479  2.3915  0.3788
H  2.9688  1.9802  0.0302
H  -7.2142  2.0204  -1.6845
C  -3.7341  -2.6765  -2.9700
H  1.1762  -4.2237  2.5310
C  -7.2782  2.9069  0.2704
H  -3.4206  -3.0873  -3.9256
H  2.3709  -1.9180  -1.7826
C  -1.1808  1.3464  -2.1883
O  -1.9452  -4.1240  -1.7978
H  5.0614  -0.5194  3.5845
C  1.4599  -3.1688  2.5868
H  -2.2438  4.4257  -1.0785
H  4.8690  0.2219  0.0720
H  4.5844  -1.4193  -0.5102
H  0.1145  0.9784  -3.8655
C  -1.7412  3.6891  -1.6899
H  -4.7919  1.5481  -1.5944
H  4.6386  -0.0759  -1.6463
C  -0.3026  3.0778  -3.5460
C  -6.6428  2.2956  -0.8084
C  -5.1992  3.0037  1.4675
H  -7.0499  3.7273  2.2424
Br  0.1014  0.1914  1.4007
H  1.5103  0.4118  3.9529
H  -0.8269  5.0893  -3.0201
H  2.9135  1.6623  -1.7018
C  3.1616  -0.1530  2.6310
H  2.0807  -1.2292  4.2291
C  3.0005  -3.4608  0.6564
H  0.4400  -4.1422  0.3351

Calculated values
E: -127915.164 eV
orbital gap (alpha / beta): 8.39 / 7.14 eV
⟨S²⟩: 2.07
spin multiplicity: 3